Record 1
The following is a DFT calculation (ωB97M-V/def2-TZVPD) of a molecular structure, C14H25Cl3OSn at a distorted geometry.

```
44
Properties=species:S:1:pos:R:3:nbo_charge:R:1
C -1.233 1.159 -2.305 -0.14
C -1.402 -0.191 -2.692 -0.12
C -0.144 -0.834 -2.630 -0.16
C -2.704 -0.821 -2.950 -0.63
C 0.806 0.146 -2.227 -0.08
C 0.141 1.369 -2.041 -0.14
C 0.804 2.669 -1.804 -0.61
C -2.323 2.153 -2.186 -0.62
C 0.116 -2.270 -2.912 -0.62
C 2.272 0.013 -2.182 -0.63
Sn -1.183 -0.176 1.700 1.80
Cl -2.719 -1.826 0.442 -0.61
Cl -3.333 0.033 2.712 -0.58
Cl 0.376 -1.580 0.548 -0.52
H -3.515 -0.078 -2.962 0.18
H -2.954 -1.486 -2.110 0.22
H -2.750 -1.393 -3.886 0.17
H -0.644 -2.869 -2.373 0.20
H 1.093 -2.564 -2.487 0.19
H 0.065 -2.493 -4.006 0.16
H 2.633 -0.833 -1.590 0.18
H 2.718 0.873 -1.675 0.19
H 2.706 -0.053 -3.194 0.16
H 1.806 2.554 -1.372 0.18
H 0.230 3.302 -1.119 0.19
H 0.901 3.193 -2.776 0.16
H -3.248 1.642 -1.867 0.20
H -2.509 2.642 -3.162 0.16
H -2.068 2.905 -1.423 0.19
O -0.980 1.568 0.762 -1.11
H -1.359 2.320 1.262 0.46
C 2.301 -1.242 3.049 -0.64
C 1.064 -0.922 3.919 -0.25
C 1.431 -0.828 5.402 -0.60
C 0.303 0.310 3.414 -0.77
H 3.008 -0.403 3.051 0.18
H 1.964 -1.424 2.012 0.27
H 2.790 -2.176 3.363 0.18
H 0.364 -1.771 3.781 0.19
H 2.150 -0.018 5.614 0.19
H 0.514 -0.637 5.988 0.20
H 1.885 -1.773 5.737 0.19
H -0.376 0.754 4.163 0.20
H 1.001 1.056 3.014 0.22
```

Calculated values
E, eV: -60371.78578
Max |F|, eV Å⁻¹: 1.51
Net charge: -2
Frontier orbital gap, eV: 4.0


Record 2
The following is a DFT calculation (ωB97M-V/def2-TZVPD) of 5 unconnected molecules or ions with the total composition C14H25Cl8IN2P at a distorted geometry.

```
51
Properties=species:S:1:pos:R:3:nbo_charge:R:1
C -5.576 -1.107 2.124 -0.29
C -5.093 0.119 1.987 -0.27
C -3.649 0.261 1.638 0.14
C -3.142 -0.160 0.469 -0.05
N -1.780 0.117 0.563 -0.53
P -0.468 -0.220 -0.613 0.94
C 0.744 -1.204 0.396 -0.94
C 0.326 1.361 -1.107 -0.96
C -1.535 0.674 1.722 0.26
N -2.659 0.788 2.434 -0.30
C -2.767 1.326 3.797 -0.25
C -1.919 0.455 4.750 -0.28
C -1.845 1.035 6.160 -0.65
I -2.953 -1.451 4.915 0.10
H -5.006 -1.967 1.782 0.20
H -6.533 -1.319 2.592 0.22
H -5.703 1.011 2.096 0.23
H -3.616 -0.613 -0.383 0.27
H 0.887 -2.198 -0.021 0.26
H 0.323 -1.340 1.403 0.23
H 1.691 -0.676 0.534 0.25
H -0.180 1.843 -1.945 0.26
H 1.334 1.103 -1.438 0.27
H 0.435 2.089 -0.294 0.24
H -0.580 0.989 2.119 0.24
H -2.328 2.331 3.778 0.23
H -3.806 1.409 4.109 0.25
H -0.920 0.332 4.331 0.21
H -1.402 0.274 6.808 0.24
H -2.830 1.268 6.571 0.23
H -1.195 1.915 6.238 0.23
C 3.199 4.627 -1.630 -0.40
Cl 2.272 4.476 -0.127 -0.05
Cl 4.090 3.147 -2.004 -0.01
H 2.513 4.838 -2.442 0.22
H 3.907 5.440 -1.518 0.23
C 6.447 -0.367 -1.549 -0.39
Cl 5.993 0.791 -2.804 -0.02
Cl 5.023 -1.156 -0.861 -0.03
H 7.089 -1.124 -1.984 0.23
H 6.973 0.161 -0.761 0.22
C 2.027 -2.579 -3.310 -0.40
Cl 3.443 -3.631 -3.358 -0.01
Cl 2.333 -1.121 -2.343 -0.06
H 1.775 -2.276 -4.330 0.24
H 1.200 -3.124 -2.867 0.21
C 0.565 -3.341 -7.198 -0.39
Cl 1.974 -4.400 -7.232 0.00
Cl 0.864 -1.893 -6.217 -0.03
H 0.332 -3.030 -8.210 0.23
H -0.272 -3.882 -6.771 0.22
```

Calculated values
E, eV: -135465.78402
Max |F|, eV Å⁻¹: 2.72
Net charge: +1
Frontier orbital gap, eV: 9.2


Record 3
The following is a DFT calculation (ωB97M-V/def2-TZVPD) of 3 unconnected molecules or ions with the total composition C14H25ClF6O4SSi.

```
52
Properties=species:S:1:pos:R:3:nbo_charge:R:1
C 1.912 4.456 -3.067 -0.62
C 1.362 3.586 -1.953 -0.52
S 0.455 2.118 -2.498 0.19
C 1.736 1.152 -3.360 -1.02
Si 1.725 -0.634 -2.750 1.15
C 2.835 -0.839 -1.231 -0.59
Cl 2.597 -2.538 -0.648 -0.08
C 2.642 0.158 -0.095 -0.42
C 1.290 0.069 0.598 -0.62
H 1.123 4.756 -3.758 0.22
H 2.675 3.934 -3.649 0.20
H 2.377 5.356 -2.658 0.21
H 2.144 3.289 -1.251 0.21
H 0.607 4.128 -1.379 0.23
H 1.545 1.184 -4.434 0.25
H 2.712 1.616 -3.195 0.25
H 0.334 -1.007 -2.425 -0.17
H 2.235 -1.529 -3.814 -0.17
H 3.874 -0.819 -1.569 0.23
H 2.767 1.152 -0.540 0.20
H 3.450 0.045 0.632 0.21
H 0.471 -0.045 -0.116 0.21
H 1.253 -0.785 1.277 0.21
H 1.092 0.966 1.183 0.23
C -0.660 -1.215 4.291 -0.64
C -0.584 0.027 5.147 -0.08
O 0.747 0.184 5.717 -0.48
C 1.657 0.706 4.917 0.70
O 1.511 1.080 3.790 -0.55
C 3.012 0.819 5.656 0.90
F 3.313 -0.303 6.314 -0.31
F 2.958 1.821 6.545 -0.31
F 3.990 1.076 4.796 -0.30
H -0.383 -2.098 4.867 0.22
H -1.683 -1.344 3.936 0.23
H -0.008 -1.130 3.423 0.23
H -1.229 -0.032 6.019 0.20
H -0.814 0.926 4.577 0.20
C -2.603 -0.816 -2.745 -0.64
C -4.079 -0.780 -2.433 -0.08
O -4.652 -2.114 -2.506 -0.48
C -4.519 -2.860 -1.424 0.70
O -4.015 -2.558 -0.383 -0.55
C -5.222 -4.223 -1.636 0.90
F -4.896 -4.770 -2.810 -0.31
F -6.553 -4.051 -1.613 -0.31
F -4.894 -5.072 -0.671 -0.30
H -2.429 -1.246 -3.731 0.22
H -2.205 0.201 -2.736 0.23
H -2.059 -1.395 -2.000 0.23
H -4.643 -0.214 -3.170 0.20
H -4.272 -0.383 -1.437 0.20
```

Calculated values
E, eV: -70654.79961
Max |F|, eV Å⁻¹: 0.28
Frontier orbital gap, eV: 9.2
SMILES: CCSC[SiH2][C@H](Cl)CC.CCOC(=O)C(F)(F)F.CCOC(=O)C(F)(F)F


Record 4
The following is a DFT calculation (ωB97M-V/def2-TZVPD) of a molecular structure, C14H25ClILuN2OP2 at a distorted geometry.

```
47
Properties=species:S:1:pos:R:3:lowdin_charge:R:1
C 0.024 0.614 -3.582 -0.04
C 0.024 0.981 -2.103 -0.45
H 0.029 1.534 -4.172 0.12
H -0.849 0.001 -3.820 0.07
H 0.888 -0.010 -3.819 0.07
O 0.028 2.156 -1.780 0.17
I 0.007 -2.469 1.471 0.88
Lu 0.016 -0.520 -0.659 0.56
P 2.383 -0.679 -0.634 0.61
C 3.150 0.362 0.654 -0.23
C 3.021 -2.352 -0.308 -0.29
H 4.061 -2.424 -0.646 0.07
H 4.313 -0.258 -2.060 0.07
H 2.397 -3.080 -0.830 0.02
H 2.899 -0.804 -2.996 0.05
H 2.755 0.051 1.625 0.02
H 2.953 -2.542 0.766 0.01
C 3.228 -0.166 -2.173 -0.23
H 4.238 0.250 0.639 0.07
H 2.971 0.871 -2.406 0.05
H 2.891 1.411 0.483 0.06
P -2.352 -0.652 -0.632 0.61
C -3.105 0.401 0.655 -0.24
C -3.193 -0.133 -2.171 -0.23
H -2.397 -3.053 -0.824 0.02
H -4.051 -2.376 -0.636 0.07
H -2.942 -2.505 0.773 0.01
C -3.010 -2.317 -0.302 -0.29
H -2.869 -0.775 -2.993 0.05
H -4.279 -0.216 -2.059 0.07
H -4.195 0.303 0.640 0.07
H -2.833 1.446 0.483 0.03
H -2.927 0.901 -2.405 0.05
H -2.715 0.086 1.626 0.05
Cl 0.003 -2.250 -2.334 0.08
N 1.256 -0.126 5.877 0.22
C 0.864 0.393 4.921 -0.14
C 0.374 1.047 3.727 -0.18
C -0.327 2.229 3.786 0.05
C -0.809 2.782 2.597 0.03
C -0.621 2.110 1.366 -0.11
N 0.005 0.895 1.310 -0.06
C 0.524 0.413 2.500 -0.20
H -0.499 2.709 4.743 0.15
H -1.355 3.712 2.643 0.13
H -1.032 2.550 0.477 0.10
H 1.058 -0.496 2.581 -0.01
```

Calculated values
E, eV: -92755.48242
Max |F|, eV Å⁻¹: 8.26
Net charge: +2
Frontier orbital gap (spin up / spin down), eV: 4.8 / 6.1


Record 5
The following is a DFT calculation (ωB97M-V/def2-TZVPD) of a molecular structure, C14H25ClIN2OP2Pd at a distorted geometry.

```
47
Properties=species:S:1:pos:R:3:nbo_charge:R:1
C -2.034 -2.406 -1.739 -0.76
C -1.837 -1.396 -0.647 0.50
H -3.056 -2.802 -1.665 0.30
H -1.312 -3.229 -1.651 0.29
H -1.885 -1.952 -2.728 0.28
O -2.639 -1.086 0.210 -0.34
I 3.327 0.849 -0.301 0.69
Pd -0.074 -0.356 -0.428 0.65
P -0.926 1.190 -2.042 1.07
C -1.959 2.567 -1.445 -0.95
C 0.484 1.912 -2.940 -0.96
H 0.118 2.490 -3.796 0.30
H -2.213 1.411 -4.053 0.29
H 1.109 1.077 -3.271 0.27
H -1.456 -0.213 -3.949 0.26
H -1.408 3.214 -0.761 0.25
H 1.085 2.539 -2.278 0.23
C -1.984 0.566 -3.388 -0.95
H -2.314 3.149 -2.309 0.29
H -2.919 0.168 -2.975 0.27
H -2.826 2.148 -0.926 0.28
P 0.837 -2.249 0.806 1.07
C 0.580 -2.151 2.609 -0.96
C 0.105 -3.889 0.466 -0.95
H 2.875 -2.573 -0.410 0.27
H 2.839 -3.556 1.094 0.30
H 3.178 -1.787 1.145 0.25
C 2.613 -2.580 0.648 -0.95
H 0.308 -4.167 -0.574 0.26
H 0.568 -4.627 1.136 0.29
H 0.936 -3.069 3.096 0.30
H -0.489 -2.030 2.810 0.26
H -0.976 -3.870 0.644 0.26
H 1.125 -1.293 3.008 0.25
Cl 0.953 -1.446 -2.307 -0.25
N 2.314 4.393 4.844 -0.07
C 1.780 3.734 4.035 0.17
C 1.120 2.946 3.017 -0.04
C 1.236 3.283 1.669 -0.17
C 0.702 2.421 0.717 0.02
N 0.083 1.273 1.042 -0.51
C -0.192 1.038 2.328 0.07
C 0.312 1.847 3.340 -0.14
H 1.776 4.164 1.328 0.29
H 0.782 2.640 -0.346 0.23
H -0.770 0.138 2.564 0.24
H 0.126 1.570 4.373 0.29
```

Calculated values
E, eV: -62599.35230
Max |F|, eV Å⁻¹: 4.02
Net charge: +3
Frontier orbital gap (spin up / spin down), eV: 7.2 / 4.5
Spin multiplicity: 5
Expectation value of S²: 6.055


Q: Look up the E of the first one.
A: -60371.78578 eV


Q: What is the E in the fourth record?
A: -92755.48242 eV